ORCA calculation (wB97M-V/def2-TZVPD) on C17H20N2PdS3Te as an isolated structure at a distorted geometry.

Values from the calculation:
**Total charge**: -2
**Frontier orbital gap**: 4.22 eV
**Total energy**: -64213.29151 eV
**LUMO energy**: 4.4524 eV
**Maximum force**: 1.6 eV/A
**E_HOMO**: 0.23 eV

```
44
Properties=species:S:1:pos:R:3:lowdin_charge:R:1
Pd -1.38 1.21 1.04 0.106
C -4.39 -1.79 -1.10 -0.187
C -3.49 -1.08 -0.11 -0.821
S -2.92 0.50 -0.65 0.407
C -3.16 -1.63 1.07 -0.854
C -3.66 -3.00 1.47 -0.185
S -2.16 -0.86 2.30 0.403
H -4.58 -1.14 -1.96 0.029
H -5.36 -2.06 -0.68 0.058
H -3.93 -2.71 -1.49 0.062
H -4.20 -3.51 0.67 0.041
H -4.32 -2.93 2.34 0.054
H -2.82 -3.63 1.76 0.049
Te 0.11 -0.40 -1.08 1.260
C 2.03 -1.25 -1.69 -0.516
C 2.66 -0.82 -2.85 -0.164
C 3.88 -1.36 -3.26 -0.127
C 4.50 -2.33 -2.49 -0.136
C 3.88 -2.77 -1.32 -0.120
C 2.66 -2.24 -0.94 -0.146
C 1.13 0.63 0.45 -0.604
C 1.92 1.73 0.10 -0.178
C 2.73 2.36 1.03 -0.125
C 2.77 1.88 2.34 -0.126
C 2.02 0.77 2.68 -0.112
C 1.20 0.14 1.75 -0.200
H 2.20 -0.05 -3.46 0.078
H 4.35 -1.00 -4.17 0.084
H 5.46 -2.75 -2.79 0.082
H 4.36 -3.53 -0.71 0.087
H 2.19 -2.59 -0.02 0.091
H 1.88 2.10 -0.92 0.085
H 3.31 3.22 0.74 0.088
H 3.39 2.38 3.08 0.085
H 2.03 0.40 3.70 0.095
H 0.61 -0.72 2.03 0.037
N -3.05 3.62 0.56 -0.049
C -1.65 3.25 0.66 -1.110
N -1.00 3.78 -0.51 -0.019
S -0.91 3.28 2.25 0.390
H -3.44 3.10 -0.22 -0.001
H -3.51 3.23 1.38 0.035
H -1.38 4.71 -0.67 0.045
H 0.00 3.86 -0.33 0.029
```

=====

ORCA calculation (wB97M-V/def2-TZVPD) on one molecule with the formula C17H20N4S at a distorted geometry.

Values from the calculation:
**Relative energy (zero: lowest compared OMol25 entry of this formula, charge and spin)**: 152.4 kJ/mol
**Frontier orbital gap**: 7.57 eV
**Total energy**: -34748.30067 eV
**SMILES**: S=c1[nH]nc(C2CCCCC2)n1/N=C/C=C/c1ccccc1
**LUMO energy**: -0.3453 eV
**Maximum force**: 1.6 eV/A
**E_HOMO**: -7.91 eV

```
42
Properties=species:S:1:pos:R:3:lowdin_charge:R:1
S 0.65 4.34 0.17 0.607
C 1.62 3.02 -0.05 -0.803
N 2.97 3.06 -0.11 0.011
N 3.52 1.84 -0.30 0.129
C 2.52 1.01 -0.36 -0.255
C 2.59 -0.46 -0.51 -0.247
C 2.54 -1.11 0.89 -0.153
C 3.94 -1.21 1.46 -0.194
C 4.78 -2.21 0.66 -0.196
C 4.34 -2.25 -0.81 -0.200
C 3.87 -0.87 -1.26 -0.159
N 1.32 1.68 -0.21 -0.029
N 0.17 0.99 -0.24 0.114
C -0.98 1.54 -0.07 -0.142
C -2.14 0.71 -0.13 -0.065
C -3.38 1.22 0.04 -0.034
C -4.63 0.50 0.00 -0.224
C -4.71 -0.89 -0.19 -0.030
C -5.93 -1.53 -0.22 -0.082
C -7.11 -0.81 -0.06 -0.086
C -7.05 0.57 0.13 -0.083
C -5.83 1.21 0.16 -0.038
H 3.54 3.88 -0.04 0.147
H 1.70 -0.77 -1.07 0.136
H 1.89 -0.52 1.54 0.112
H 2.10 -2.11 0.81 0.118
H 4.40 -0.22 1.42 0.106
H 3.90 -1.51 2.51 0.109
H 4.67 -3.21 1.09 0.106
H 5.83 -1.94 0.72 0.107
H 5.17 -2.58 -1.44 0.108
H 3.53 -2.96 -0.95 0.110
H 4.65 -0.14 -1.05 0.105
H 3.68 -0.86 -2.33 0.117
H -1.12 2.60 0.12 0.039
H -1.97 -0.33 -0.32 0.104
H -3.47 2.29 0.22 0.116
H -3.81 -1.46 -0.31 0.104
H -5.97 -2.60 -0.36 0.103
H -8.06 -1.31 -0.09 0.102
H -7.96 1.13 0.25 0.103
H -5.79 2.28 0.30 0.111
```

=====

ORCA calculation (wB97M-V/def2-TZVPD) on C17H20N5O3PTl as an isolated structure at a distorted geometry.

Values from the calculation:
**Total charge**: +3
**Relative energy (zero: lowest compared OMol25 entry of this formula, charge and spin)**: 50.6 kJ/mol
**Frontier orbital gap (alpha / beta)**: 5.02 / 6.61 eV
**Total energy**: -45501.57940 eV
**LUMO energy (alpha / beta)**: -11.8908 / -10.5997 eV
**Maximum force**: 1.5 eV/A
**E_HOMO (alpha / beta)**: -16.91 / -17.21 eV

```
47
Properties=species:S:1:pos:R:3:lowdin_charge:R:1
Tl 1.34 -0.28 0.30 1.047
N -2.61 -2.81 -1.72 0.179
C -1.41 -2.50 -1.26 -0.095
N -0.83 -1.33 -1.45 0.076
C -1.50 -0.41 -2.18 -0.230
N -0.94 0.78 -2.43 0.146
N 0.31 0.99 -2.28 0.030
C 1.21 1.63 -2.89 0.008
C 2.54 1.92 -2.34 -0.270
C 3.32 2.88 -2.96 0.027
C 4.58 3.13 -2.45 0.008
C 5.04 2.39 -1.38 0.000
C 4.19 1.43 -0.83 -0.120
N 2.95 1.22 -1.28 -0.027
C -2.82 -0.64 -2.68 -0.070
C -3.54 0.29 -3.46 0.022
C -4.76 -0.06 -3.96 -0.003
C -5.32 -1.32 -3.68 0.013
C -4.65 -2.24 -2.91 0.027
C -3.38 -1.91 -2.44 -0.138
H -2.97 -3.75 -1.59 0.189
H -0.88 -3.26 -0.71 0.154
H 1.04 1.96 -3.92 0.161
H 2.93 3.43 -3.81 0.136
H 5.21 3.90 -2.89 0.136
H 6.02 2.54 -0.96 0.130
H 4.52 0.82 0.00 0.113
H -3.10 1.26 -3.65 0.127
H -5.31 0.64 -4.58 0.134
H -6.29 -1.57 -4.08 0.137
H -5.09 -3.20 -2.68 0.137
C 2.20 0.52 5.92 0.009
O 0.95 0.26 5.17 -0.237
P 0.80 0.07 3.64 0.737
O -0.73 -0.08 3.40 -0.257
C -1.76 0.78 4.01 0.004
O 1.40 -1.30 3.21 -0.405
C 1.47 -2.49 4.09 0.017
H 2.03 0.13 6.92 0.115
H 2.38 1.58 5.97 0.107
H 3.05 0.00 5.46 0.099
H -1.94 1.65 3.38 0.103
H -1.47 1.08 5.01 0.098
H -2.66 0.17 4.05 0.111
H 2.32 -3.07 3.76 0.109
H 0.54 -3.05 4.00 0.110
H 1.61 -2.20 5.13 0.094
```

=====

Which formula does entry 3 have?
C17H20N5O3PTl

=====

What did the second record say?
ORCA calculation (wB97M-V/def2-TZVPD) on one molecule with the formula C17H20N4S at a distorted geometry.

Values from the calculation:
**Relative energy (zero: lowest compared OMol25 entry of this formula, charge and spin)**: 152.4 kJ/mol
**Frontier orbital gap**: 7.57 eV
**Total energy**: -34748.30067 eV
**SMILES**: S=c1[nH]nc(C2CCCCC2)n1/N=C/C=C/c1ccccc1
**LUMO energy**: -0.3453 eV
**Maximum force**: 1.6 eV/A
**E_HOMO**: -7.91 eV

```
42
Properties=species:S:1:pos:R:3:lowdin_charge:R:1
S 0.65 4.34 0.17 0.607
C 1.62 3.02 -0.05 -0.803
N 2.97 3.06 -0.11 0.011
N 3.52 1.84 -0.30 0.129
C 2.52 1.01 -0.36 -0.255
C 2.59 -0.46 -0.51 -0.247
C 2.54 -1.11 0.89 -0.153
C 3.94 -1.21 1.46 -0.194
C 4.78 -2.21 0.66 -0.196
C 4.34 -2.25 -0.81 -0.200
C 3.87 -0.87 -1.26 -0.159
N 1.32 1.68 -0.21 -0.029
N 0.17 0.99 -0.24 0.114
C -0.98 1.54 -0.07 -0.142
C -2.14 0.71 -0.13 -0.065
C -3.38 1.22 0.04 -0.034
C -4.63 0.50 0.00 -0.224
C -4.71 -0.89 -0.19 -0.030
C -5.93 -1.53 -0.22 -0.082
C -7.11 -0.81 -0.06 -0.086
C -7.05 0.57 0.13 -0.083
C -5.83 1.21 0.16 -0.038
H 3.54 3.88 -0.04 0.147
H 1.70 -0.77 -1.07 0.136
H 1.89 -0.52 1.54 0.112
H 2.10 -2.11 0.81 0.118
H 4.40 -0.22 1.42 0.106
H 3.90 -1.51 2.51 0.109
H 4.67 -3.21 1.09 0.106
H 5.83 -1.94 0.72 0.107
H 5.17 -2.58 -1.44 0.108
H 3.53 -2.96 -0.95 0.110
H 4.65 -0.14 -1.05 0.105
H 3.68 -0.86 -2.33 0.117
H -1.12 2.60 0.12 0.039
H -1.97 -0.33 -0.32 0.104
H -3.47 2.29 0.22 0.116
H -3.81 -1.46 -0.31 0.104
H -5.97 -2.60 -0.36 0.103
H -8.06 -1.31 -0.09 0.102
H -7.96 1.13 0.25 0.103
H -5.79 2.28 0.30 0.111
```

=====

Look up the maximum force of the second one.
1.6 eV/A